C15H18BiBr2F5O4Se | ωB97M-V/def2-TZVPD

As for the total charge: +2. The value obtained for the orbital gap is 0.2632 Ha. The spin multiplicity is 1. The value obtained for the total energy is -248877.861 eV. The energy above the lowest of the compared OMol25 structures with the same formula, charge and spin comes out at 15.0 kJ/mol.

```
46
Properties=species:S:1:pos:R:3:lowdin_charge:R:1
Bi -0.09 -0.62 0.86 1.6543
C -3.45 -0.66 -0.61 -0.1520
C -3.12 0.68 0.01 -0.1412
O -1.76 1.08 -0.27 -0.3573
C -1.55 1.54 -1.61 -0.1437
C -0.10 1.32 -1.92 -0.1271
O 0.30 -0.01 -1.54 -0.3379
C 0.01 -1.04 -2.49 -0.1323
C 0.57 -2.32 -1.92 -0.1193
O 0.05 -2.60 -0.60 -0.3189
C -1.10 -3.48 -0.52 -0.1210
C -2.38 -2.80 -0.92 -0.1556
O -2.43 -1.57 -0.20 -0.2655
H -3.48 -0.61 -1.70 0.1311
H -4.43 -0.98 -0.25 0.1533
H -3.20 0.64 1.10 0.1393
H -3.82 1.44 -0.35 0.1523
H -1.79 2.61 -1.68 0.1554
H -2.20 1.00 -2.31 0.1317
H 0.54 2.00 -1.34 0.1347
H 0.10 1.49 -2.98 0.1543
H 0.54 -0.82 -3.42 0.1591
H -1.06 -1.09 -2.69 0.1263
H 1.65 -2.24 -1.81 0.1386
H 0.35 -3.16 -2.58 0.1544
H -1.13 -3.81 0.51 0.1402
H -0.92 -4.35 -1.15 0.1508
H -3.22 -3.45 -0.66 0.1547
H -2.43 -2.60 -1.99 0.1318
Br 0.04 2.31 1.96 0.6643
C 0.82 1.85 3.68 -0.9411
Br 0.35 0.05 4.19 0.6596
H 0.38 2.52 4.41 0.0196
H 1.89 1.95 3.60 0.0212
F 4.54 -5.38 3.11 0.1825
C 4.07 -4.26 2.60 -0.1192
C 2.70 -4.03 2.60 -0.1369
F 1.86 -4.92 3.11 0.1579
C 2.23 -2.86 2.06 -0.2257
F 0.87 -2.65 2.10 -0.0817
C 3.06 -1.90 1.51 -0.4558
Se 2.48 -0.25 0.73 0.7523
C 4.42 -2.16 1.51 -0.2497
F 5.25 -1.27 0.99 0.1085
C 4.93 -3.32 2.05 -0.1258
F 6.22 -3.55 2.05 0.1797
```

C4H4ClFNO3 | ωB97M-V/def2-TZVPD

As for the total charge: -1. The value obtained for the orbital gap is 0.2826 Ha. The spin multiplicity is 1. The value obtained for the total energy is -27087.391 eV. As for the SMILES: N[C@@](F)(CC(=O)Cl)C(=O)[O-]. The energy above the lowest of the compared OMol25 structures with the same formula, charge and spin comes out at 0.0 kJ/mol.

```
14
Properties=species:S:1:pos:R:3:lowdin_charge:R:1
N -0.21 -0.72 1.44 0.1081
C -0.36 0.42 0.59 -0.4774
F -0.08 1.51 1.38 0.0237
C 0.62 0.53 -0.60 -0.1016
C 1.41 -0.69 -0.92 -0.7581
O 2.16 -1.27 -0.21 0.0338
Cl 1.20 -1.34 -2.62 0.5634
C -1.84 0.53 0.07 -0.6964
O -2.72 0.03 0.80 -0.0421
O -1.97 1.10 -1.00 -0.0344
H 0.63 -0.68 1.99 0.0794
H -0.31 -1.59 0.95 0.0877
H 0.10 0.87 -1.49 0.0831
H 1.36 1.30 -0.38 0.1310
```

C4H5B2FeNO6 | ωB97M-V/def2-TZVPD

As for the total charge: +2. The value obtained for the orbital gap (spin up / spin down) is 0.1554 / 0.1089 Ha. The spin multiplicity is 5. The value obtained for the total energy is -53724.910 eV.

```
19
Properties=species:S:1:pos:R:3:mulliken_spin:R:1
N 0.70 -0.30 -2.74 0.0192
B 0.83 -0.96 -1.41 -0.0023
O 1.84 -1.86 -1.19 -0.0006
C -0.31 -0.58 -0.31 -0.0122
C -0.26 0.47 0.59 0.0230
B 0.91 1.55 0.84 0.0024
O 2.24 1.29 0.50 0.0014
O 0.62 2.78 1.40 0.0005
C -1.60 0.40 1.34 0.0085
O -1.96 1.28 1.97 0.0107
O -2.29 -0.86 1.05 0.0646
C -1.64 -1.32 -0.14 0.0137
O -2.14 -2.15 -0.77 0.0265
H 0.94 0.69 -2.57 -0.0007
H -0.30 -0.27 -2.97 -0.0004
H 2.60 -1.42 -0.74 -0.0001
H 2.68 1.03 1.33 0.0000
H 0.52 2.61 2.36 -0.0001
Fe -3.39 -2.38 1.45 3.8458
```

H2N2O3 | ωB97M-V/def2-TZVPD

The value obtained for the orbital gap is 0.3575 Ha. The spin multiplicity is 1. The value obtained for the total energy is -9148.527 eV. As for the SMILES: O=NONO. The energy above the lowest of the compared OMol25 structures with the same formula, charge and spin comes out at 165.2 kJ/mol.

```
7
Properties=species:S:1:pos:R:3:lowdin_charge:R:1
N -0.89 0.60 -0.31 -0.0849
N 1.13 -0.39 0.05 -0.0646
O -1.13 -0.35 0.70 -0.1127
O 2.27 -0.60 -0.20 0.0622
O 0.44 0.56 -0.73 -0.0932
H -0.76 1.46 0.25 0.1340
H -1.06 -1.29 0.26 0.1592
```

C41H32F9IN2OS | ωB97M-V/def2-TZVPD

The value obtained for the orbital gap is 0.2570 Ha. The spin multiplicity is 1. The value obtained for the total energy is -91450.063 eV. As for the SMILES: C[C@@H](F)c1c(C(F)(F)F)c(CC(=O)I)cc2nsnc12.Fc1ccccc1.Fc1ccccc1.Fc1ccccc1.Fc1ccccc1.Fc1ccccc1.

```
87
Properties=species:S:1:pos:R:3:lowdin_charge:R:1
C 5.21 -5.87 1.92 -0.0492
C 4.60 -4.61 1.05 -0.2821
F 3.47 -5.13 0.35 -0.0521
C 4.43 -3.30 1.91 0.0189
C 3.17 -2.42 2.11 0.0469
C 1.84 -2.78 1.34 -0.3224
F 2.14 -2.74 -0.07 0.0366
F 1.31 -4.07 1.73 0.0614
F 0.74 -1.89 1.49 0.0603
C 3.31 -1.16 3.10 -0.1017
C 2.09 -0.18 3.45 -0.1449
C 0.94 -0.84 4.36 -0.7356
O -0.24 -0.41 4.21 -0.1013
I 1.25 -2.37 5.87 0.8125
C 4.65 -0.80 3.84 0.0549
C 5.97 -1.62 3.64 -0.2685
N 7.28 -1.44 4.21 -0.2766
S 8.25 -2.70 3.58 0.9492
N 7.08 -3.48 2.61 -0.2894
C 5.76 -2.85 2.67 -0.1578
H 5.04 -5.60 3.03 0.0853
H 6.36 -5.88 1.78 0.0772
H 4.71 -6.86 1.65 0.0903
H 5.42 -4.40 0.26 0.1602
H 1.64 0.16 2.43 0.1339
H 2.47 0.77 3.98 0.1134
H 4.69 0.10 4.56 0.1155
F -2.19 -0.31 -4.42 0.0439
C -1.76 -0.23 -3.15 -0.2748
C -2.37 0.65 -2.27 -0.0048
C -1.92 0.72 -0.96 -0.0623
C -0.86 -0.08 -0.54 -0.0851
C -0.25 -0.95 -1.43 -0.0649
C -0.70 -1.04 -2.74 -0.0038
H -3.19 1.27 -2.62 0.1030
H -2.40 1.40 -0.26 0.0832
H -0.51 -0.01 0.49 0.0785
H 0.58 -1.57 -1.11 0.0801
H -0.25 -1.72 -3.45 0.0945
F -0.27 -3.20 -9.83 0.0614
C 0.17 -3.13 -8.57 -0.2895
C -0.44 -2.25 -7.69 -0.0100
C 0.01 -2.18 -6.37 -0.0762
C 1.07 -2.98 -5.96 -0.0965
C 1.68 -3.85 -6.85 -0.0843
C 1.22 -3.93 -8.16 -0.0204
H -1.26 -1.63 -8.03 0.1181
H -0.47 -1.50 -5.67 0.0764
H 1.42 -2.91 -4.93 0.0947
H 2.51 -4.47 -6.53 0.1043
H 1.68 -4.62 -8.87 0.1153
F -3.81 2.56 1.18 0.0509
C -3.39 2.65 2.46 -0.2838
C -4.03 3.53 3.32 -0.0218
C -3.60 3.62 4.64 -0.0851
C -2.54 2.84 5.08 -0.0888
C -1.90 1.96 4.21 -0.0779
C -2.33 1.86 2.89 -0.0038
H -4.85 4.13 2.96 0.1148
H -4.10 4.30 5.33 0.1032
H -2.20 2.91 6.11 0.1020
H -1.07 1.36 4.55 0.0705
H -1.85 1.18 2.19 0.0984
F -8.75 2.81 -5.80 0.0598
C -7.60 2.16 -5.54 -0.2914
C -6.53 2.86 -4.99 -0.0187
C -5.35 2.18 -4.71 -0.0828
C -5.24 0.82 -5.00 -0.0912
C -6.32 0.14 -5.55 -0.0774
C -7.51 0.81 -5.82 -0.0193
H -6.63 3.92 -4.78 0.1154
H -4.51 2.71 -4.28 0.1000
H -4.32 0.29 -4.79 0.0774
H -6.24 -0.92 -5.78 0.1062
H -8.36 0.29 -6.24 0.1155
F 3.16 2.88 4.56 0.0393
C 2.33 3.93 4.67 -0.2873
C 1.45 4.21 3.63 -0.0192
C 0.59 5.30 3.74 -0.0771
C 0.62 6.10 4.88 -0.0925
C 1.52 5.82 5.91 -0.0810
C 2.37 4.72 5.80 -0.0185
H 1.44 3.58 2.75 0.1154
H -0.11 5.52 2.94 0.1087
H -0.04 6.95 4.96 0.1026
H 1.54 6.44 6.79 0.1058
H 3.06 4.48 6.60 0.1162
```

C14H23F6HgN16OSSbSi | ωB97M-V/def2-TZVPD

As for the total charge: -2. The value obtained for the orbital gap is 0.2510 Ha. The spin multiplicity is 1. The value obtained for the total energy is -86516.998 eV. The energy above the lowest of the compared OMol25 structures with the same formula, charge and spin comes out at 0.0 kJ/mol.

```
64
Properties=species:S:1:pos:R:3:lowdin_charge:R:1
Hg -0.40 0.58 0.25 0.9480
C -2.20 -6.08 2.79 -0.2017
Si -1.21 -4.50 2.48 0.4889
C 0.27 -4.98 1.44 -0.1857
C -0.68 -3.86 4.15 -0.1919
C -2.34 -3.31 1.57 -0.2678
C -3.63 -3.69 1.22 -0.1103
C -4.45 -2.83 0.50 -0.0927
C -3.94 -1.59 0.16 -0.1545
N -2.72 -1.19 0.48 0.0055
C -1.93 -2.01 1.17 -0.7447
S -0.33 -1.42 1.58 0.5563
H -1.56 -6.80 3.32 0.0227
H -2.52 -6.55 1.86 0.0255
H -3.08 -5.90 3.41 0.0257
H 0.91 -5.69 1.98 0.0245
H 0.87 -4.11 1.18 0.0026
H -0.05 -5.46 0.51 0.0306
H -0.08 -4.61 4.67 0.0236
H -1.55 -3.64 4.77 0.0290
H -0.10 -2.94 4.06 -0.0005
H -3.99 -4.67 1.50 0.0822
H -5.46 -3.12 0.22 0.0870
H -4.54 -0.88 -0.41 0.1055
N -1.31 2.82 -2.48 0.1375
C -1.00 1.55 -2.89 -0.4944
N -0.94 1.21 -4.18 0.0101
N -0.61 -0.10 -4.15 -0.1208
N -0.48 -0.51 -2.93 -0.0926
N -0.73 0.52 -2.10 -0.0576
C -1.41 3.27 -1.18 -0.4905
N -1.77 4.51 -0.89 0.0288
N -1.77 4.54 0.46 -0.1140
N -1.45 3.40 0.95 -0.0918
N -1.22 2.55 -0.08 -0.1152
H -1.35 3.53 -3.19 0.1345
N 0.95 5.30 2.04 0.1257
N 0.89 4.02 2.55 -0.3068
N 0.26 3.75 3.67 0.1013
C 0.37 2.43 3.71 -0.2611
N 1.06 1.94 2.68 -0.0157
N 1.38 2.97 1.94 0.0563
H 1.67 5.28 1.32 0.0476
H 0.05 5.45 1.56 0.0534
H -0.06 1.82 4.49 0.0858
C 2.45 -1.43 -3.68 -0.0861
N 2.64 -0.49 -2.59 -0.1812
C 3.00 0.87 -2.95 -0.0413
C 2.06 -0.72 -1.40 -0.3819
O 2.00 0.09 -0.49 -0.1106
H 1.67 -1.08 -4.36 0.0575
H 2.14 -2.40 -3.28 0.0786
H 3.39 -1.56 -4.22 0.0770
H 2.21 1.32 -3.56 0.0918
H 3.93 0.86 -3.52 0.0879
H 3.13 1.45 -2.05 0.0634
H 1.65 -1.74 -1.30 0.1222
F 1.71 3.63 -1.40 -0.3571
Sb 3.12 4.82 -1.83 1.3500
F 3.44 3.91 -3.46 -0.3731
F 4.37 3.69 -0.97 -0.3743
F 4.52 6.04 -2.23 -0.3912
F 2.84 5.76 -0.19 -0.3816
F 1.90 5.98 -2.69 -0.3784
```

C10H11Br2P | ωB97M-V/def2-TZVPD

The value obtained for the orbital gap (spin up / spin down) is 0.2078 / 0.2306 Ha. The spin multiplicity is 1. The value obtained for the total energy is -159915.632 eV.

```
24
Properties=species:S:1:pos:R:3:lowdin_charge:R:1
C 1.03 -0.75 -1.05 0.0004
C 1.16 -0.17 1.32 -0.0164
C 1.56 -0.98 0.25 -0.2218
C 0.13 0.30 -1.25 -0.3151
C 0.15 0.76 1.18 -0.3007
C -0.37 1.02 -0.09 -0.5883
C -4.52 -1.18 0.53 -0.9795
C 2.78 -1.87 0.38 -0.0451
C -0.17 0.63 -2.61 -0.1180
C -0.47 1.57 2.32 -0.0676
P -1.47 2.26 -0.45 0.8742
Br -4.79 -1.81 -1.24 0.5022
Br -4.22 0.70 0.54 0.4620
H 1.28 -1.37 -1.86 0.1006
H 1.31 -0.58 2.29 0.1163
H 3.48 -1.37 0.97 0.0520
H 2.55 -2.76 0.94 0.0720
H 3.29 -2.17 -0.56 0.0909
H 0.43 1.35 -3.03 0.0526
H -0.13 -0.16 -3.38 0.0954
H -1.23 1.23 -2.63 0.0741
H 0.23 1.49 3.08 0.0498
H -0.46 2.54 1.86 0.0251
H -1.54 1.31 2.50 0.0848
```

C5HN | ωB97M-V/def2-TZVPD

The value obtained for the orbital gap is 0.3512 Ha. The spin multiplicity is 1. The value obtained for the total energy is -6685.753 eV. As for the SMILES: C#CC#CC#N. The energy above the lowest of the compared OMol25 structures with the same formula, charge and spin comes out at 109.0 kJ/mol.

```
7
Properties=species:S:1:pos:R:3:lowdin_charge:R:1
C -2.59 0.12 0.02 0.1304
C -1.37 -0.29 -0.08 -0.1285
C 0.00 -0.17 0.05 -0.0783
C 1.23 -0.13 0.12 0.0149
C 2.67 0.06 0.01 -0.1940
H -3.78 0.41 -0.06 0.1157
N 3.85 0.00 -0.06 0.1398
```